Below is a 4-piece molecular cluster, C10H31N2O5 overall, with properties calculated with wB97M-V/def2-TZVPD.

```
48
Properties=species:S:1:pos:R:3:forces:R:3
O 12.12983 -13.47596 21.51579 0.983 1.101 1.865
H 11.25645 -13.14114 21.73191 -1.224 0.381 0.433
H 12.16904 -14.43430 21.55633 -0.224 -2.276 -0.428
H 12.44420 -13.14681 20.67056 0.756 0.769 -2.152
C 11.43188 -18.06438 22.82445 0.089 0.721 -0.185
C 11.58255 -16.51358 22.62139 -0.457 -1.609 0.708
C 12.24062 -15.87157 23.83895 -0.697 0.031 0.761
O 11.69682 -14.60107 24.11097 -0.513 0.330 0.156
C 10.37846 -14.54999 24.65654 -0.256 0.418 -0.300
N 12.26467 -16.16743 21.36985 0.479 -0.108 0.155
H 10.85201 -18.51552 22.01927 0.765 0.005 -0.718
H 10.80693 -18.43796 23.63560 0.169 0.843 0.721
H 12.44508 -18.43357 22.98328 -0.097 -0.642 -0.377
H 10.56447 -16.13532 22.52904 -0.048 0.301 0.106
H 13.31707 -15.70061 23.84999 0.158 -0.186 -0.777
H 12.09180 -16.53283 24.69259 -0.248 -0.158 0.213
H 9.60640 -15.20419 24.25149 0.415 -0.609 -0.570
H 9.99337 -13.57134 24.37011 0.101 0.219 0.420
H 10.32942 -14.70694 25.73407 0.439 0.177 0.205
H 12.01133 -16.86498 20.68476 -0.632 0.234 -0.564
H 13.25574 -16.34598 21.44734 0.457 -0.003 0.429
C 11.35459 -14.08757 17.97747 -0.121 -0.161 -0.704
C 12.86053 -13.89629 18.15725 -1.376 -0.824 -0.855
C 13.66774 -13.72711 16.80979 -0.434 -0.390 0.526
O 13.39518 -14.61054 15.74076 -1.679 0.417 -0.804
C 13.45855 -15.99389 15.95964 1.952 -0.252 1.153
N 13.01097 -12.75545 19.10508 1.366 -0.463 -1.256
H 10.84013 -14.30236 18.91411 0.123 0.233 0.194
H 11.06625 -14.90667 17.31865 0.372 -0.121 -0.105
H 10.92816 -13.20324 17.50395 -0.130 0.219 0.127
H 13.22222 -14.82077 18.60737 0.286 0.204 0.493
H 14.73006 -13.83573 17.02836 0.347 0.290 0.328
H 13.46494 -12.73774 16.39978 0.093 0.084 -0.001
H 14.51592 -16.18643 16.14133 0.405 -0.394 0.597
H 13.31307 -16.66494 15.11311 -0.924 0.848 -0.399
H 12.91146 -16.32871 16.84094 -0.318 -0.047 -0.160
H 13.96635 -12.49765 18.90290 0.914 0.206 1.015
H 12.59000 -11.93580 18.69150 -0.968 0.125 -0.116
C 9.10857 -12.63839 20.62064 0.204 0.404 0.548
C 9.22757 -11.56920 21.70187 -1.274 0.492 -1.097
O 10.54152 -11.32448 22.08508 1.560 -0.797 0.351
O 9.54185 -13.91364 21.08571 1.067 0.865 -0.874
H 9.71981 -12.37178 19.75843 0.339 -0.034 0.069
H 8.09517 -12.57820 20.22378 -0.317 -0.537 0.275
H 8.57446 -11.82610 22.53587 0.043 -0.022 0.079
H 8.92082 -10.62549 21.25086 -0.825 0.108 -0.114
H 10.56434 -10.91221 22.95175 0.020 0.009 0.164
H 8.86901 -14.42268 21.54370 -1.141 -0.400 0.461
```
Forces are in eV/Å.

Output
Orbital gap (spin up / spin down)   2.5 / 10.2 eV
Charge   0
Energy   -24084.2364 eV
Multiplicity   2
E_LUMO (spin up / spin down)   0.43 / 0.27 eV


Below is a 2-piece molecular cluster, C4H12NS overall, with properties calculated with wB97M-V/def2-TZVPD.

```
18
Properties=species:S:1:pos:R:3:forces:R:3
C 0.00404 1.39688 -2.08539 0.731 -0.178 0.157
C 1.05250 1.50265 -2.88060 -0.099 -0.595 0.235
N 0.24355 1.55680 -0.62945 -0.420 0.497 0.117
H -1.00405 1.12235 -2.34982 -0.044 0.011 0.027
H 1.02661 1.21334 -3.92108 -0.237 0.376 -0.090
H 2.02876 1.73084 -2.46694 0.022 0.085 -0.102
H -0.07072 0.71139 -0.07172 -0.087 -0.335 -0.344
H 1.23796 1.70907 -0.45686 -0.046 0.008 0.022
H -0.26597 2.35652 -0.24029 0.059 0.001 -0.101
C 1.17423 -1.11020 1.34778 -0.710 -0.504 0.046
S -0.53109 -1.28717 0.69787 0.107 0.539 0.150
C -1.47199 -0.81121 2.17851 0.335 0.153 0.119
H 1.43599 -2.04637 1.83375 0.230 0.080 0.028
H 1.20942 -0.30245 2.07625 0.128 0.091 -0.096
H 1.82758 -0.94097 0.49682 0.164 0.017 0.052
H -2.51981 -0.68409 1.92314 -0.009 -0.120 -0.124
H -1.36987 -1.55493 2.96438 -0.047 -0.134 -0.082
H -1.08656 0.13502 2.56059 -0.074 0.008 -0.014
```
Forces are in eV/Å.

Output
Orbital gap   9.6 eV
Charge   +1
Energy   -16660.5921 eV
E_LUMO   -3.29 eV


Below is C11H23F6MgN3SSbSe2 as an isolated structure, with properties calculated with wB97M-V/def2-TZVPD.

```
48
Properties=species:S:1:pos:R:3:forces:R:3
Mg 0.55311 -0.74956 -1.35143 0.233 0.458 0.287
C 6.01164 0.27586 -0.77320 -0.074 0.124 0.002
Se 4.05873 0.13822 -0.88284 -0.009 -0.229 0.118
C 3.67432 1.19240 0.71576 0.041 0.100 -0.053
C 2.97779 0.40000 1.80990 0.022 -0.044 0.039
Se 1.04146 0.37546 1.54991 -0.066 -0.034 0.035
C 0.70120 -1.03205 2.84057 -0.036 -0.073 0.030
H 6.32832 1.30372 -0.92325 0.053 0.017 0.009
H 6.42688 -0.35857 -1.55061 -0.008 -0.019 -0.029
H 6.31720 -0.09008 0.20343 0.087 -0.005 0.015
H 3.06531 2.03339 0.38163 0.092 0.000 0.056
H 4.63173 1.57457 1.07066 -0.012 -0.027 0.015
H 3.16068 0.85617 2.78482 -0.037 -0.019 -0.034
H 3.31676 -0.63647 1.83544 0.019 0.047 -0.010
H 1.17645 -1.95357 2.50791 -0.019 0.031 0.020
H -0.37595 -1.17945 2.88858 0.015 -0.012 -0.011
H 1.06792 -0.74261 3.82380 0.003 -0.001 -0.036
C -2.52855 2.98012 0.98726 0.019 -0.021 0.071
C -1.32214 3.12414 0.08465 -0.014 -0.080 -0.006
N -1.00561 1.82592 -0.47768 -0.257 0.271 -0.073
C -1.89171 0.83073 -0.69790 0.087 0.217 -0.048
N -1.44415 -0.26374 -1.26877 -0.041 -0.361 -0.064
C -2.44614 -1.25240 -1.67422 0.088 -0.031 0.003
C -3.53234 -1.37965 -0.62580 -0.035 -0.032 -0.022
C -4.18406 -0.02509 -0.45631 -0.033 0.076 -0.014
N -3.17505 1.01553 -0.29934 -0.069 -0.044 0.073
C -3.63089 2.30882 0.19329 0.008 -0.021 -0.086
H -2.85553 3.95014 1.35990 -0.006 0.017 -0.030
H -2.26986 2.35105 1.84302 -0.005 0.044 0.021
H -0.44901 3.47732 0.63439 -0.013 -0.005 0.022
H -1.53396 3.84653 -0.71237 0.022 0.018 0.038
H -0.12350 1.74320 -0.97824 0.137 -0.002 0.042
H -1.94768 -2.20729 -1.82075 -0.049 0.029 -0.021
H -2.88267 -0.96884 -2.63920 -0.031 0.027 0.009
H -3.08503 -1.71331 0.31304 0.000 0.007 0.004
H -4.28417 -2.11126 -0.92210 0.001 -0.019 0.001
H -4.83009 0.00381 0.42561 0.032 -0.038 -0.033
H -4.80934 0.20224 -1.32850 -0.015 -0.015 0.032
H -4.51372 2.12717 0.80717 0.032 0.023 0.031
H -3.93890 2.94885 -0.64216 -0.033 0.011 0.007
S 1.79593 1.13144 -2.04584 -0.052 0.148 -0.370
F 1.76058 -2.12011 -0.25347 -0.067 -0.102 -0.195
Sb 0.99179 -3.74955 -0.97827 -0.049 -0.078 -0.086
F 1.45718 -4.76186 0.50808 0.056 -0.051 0.168
F 2.57174 -4.11146 -1.88167 0.153 -0.049 -0.071
F 0.02430 -5.07578 -1.84590 -0.062 -0.145 -0.080
F 0.51683 -2.45849 -2.39071 0.009 -0.048 0.080
F -0.56776 -3.07562 -0.14832 -0.117 -0.062 0.143
```
Forces are in eV/Å.

Output
Orbital gap (spin up / spin down)   7.4 / 7.0 eV
Charge   0
Energy   -186072.3950 eV
Multiplicity   2
E_LUMO (spin up / spin down)   0.06 / -0.82 eV


Below is C40H36NO2P2Tl as an isolated structure, with properties calculated with wB97M-V/def2-TZVPD.

```
82
Properties=species:S:1:pos:R:3:forces:R:3
C 0.66514 -1.45023 -2.69714 -0.054 -0.385 0.079
C -0.30124 -2.06073 -1.87184 -0.105 0.407 -0.315
C -1.65439 -2.08207 -2.28431 0.381 -0.493 0.100
C -1.99774 -1.63963 -3.56147 0.170 0.052 0.254
C -1.01290 -1.12209 -4.40488 -0.208 -0.053 0.025
C 0.30672 -1.01137 -3.96947 0.184 0.042 0.098
P 0.16193 -2.82109 -0.30999 -0.111 0.083 1.374
C -1.21479 -3.58307 0.48761 -0.950 -0.558 0.137
C -2.22074 -2.97667 1.27254 0.171 -0.309 -0.207
C -3.25719 -3.77924 1.76713 0.188 -0.106 -0.220
C -3.29838 -5.15099 1.45131 0.039 0.127 -0.007
C -2.31906 -5.74036 0.64615 -0.113 0.025 0.030
C -1.28070 -4.95744 0.17191 0.036 0.508 0.057
Tl 0.99042 0.14709 0.89249 0.414 -1.274 1.599
P 0.37379 2.87001 -0.24706 -0.736 1.082 1.263
C -1.00044 2.47657 -1.32585 -0.277 -0.524 -0.596
C -0.91215 2.64611 -2.72582 0.490 0.151 0.395
C -1.99336 2.33599 -3.53730 -0.277 -0.078 -0.493
C -3.16819 1.81153 -2.99152 0.286 0.083 0.457
C -3.24486 1.59864 -1.60642 -0.202 -0.044 -0.377
C -2.17557 1.92318 -0.78292 0.283 0.075 0.338
C 0.09277 4.24082 0.87245 -0.605 0.277 0.425
C 0.89811 4.26671 2.03654 -0.552 0.441 0.041
C 0.55415 5.12195 3.09245 0.069 -0.357 -0.825
C -0.59472 5.91634 2.97978 -0.077 0.038 0.104
C -1.42850 5.83222 1.86412 0.136 -0.313 -0.309
C -1.10516 4.96212 0.80617 0.419 0.387 0.499
C 1.91387 3.05284 -1.14512 0.790 -0.149 -0.233
C 2.97385 2.12703 -1.17708 -0.367 -0.092 0.241
C 4.11594 2.39700 -1.92011 0.416 0.058 -0.254
C 4.22639 3.57942 -2.66271 -0.428 -0.065 0.193
C 3.17511 4.50630 -2.63435 0.300 -0.204 -0.084
C 2.04059 4.25233 -1.87438 -0.266 -0.053 0.266
C 1.55642 -3.90516 -0.17570 1.052 0.220 -1.006
C 2.17357 -4.31954 -1.35888 0.116 0.068 0.286
C 3.48723 -4.77410 -1.31976 0.289 -0.339 0.459
C 4.20121 -4.75271 -0.10784 -0.309 0.177 -0.452
C 3.59259 -4.27314 1.06051 0.232 -0.103 0.260
C 2.25898 -3.88514 1.04892 -0.209 0.265 -0.164
H 1.73542 3.57372 2.13842 -0.009 0.313 -0.038
H 1.17501 5.14922 3.98645 -0.207 0.032 -0.205
H -0.85970 6.58265 3.80725 0.073 -0.253 -0.371
H -2.34869 6.41725 1.80764 0.335 -0.175 0.088
H -1.77685 4.83003 -0.03984 0.119 0.175 0.146
H 0.01632 3.01741 -3.17021 -0.379 -0.090 0.115
H -1.92801 2.49130 -4.62584 0.041 -0.057 0.663
H -4.01500 1.56037 -3.63494 0.301 0.112 0.228
H -4.15555 1.17444 -1.17953 0.315 0.146 -0.057
H -2.22668 1.74589 0.29379 -0.128 0.088 -0.134
H 2.90373 1.19810 -0.60036 0.207 0.447 -0.407
H 4.94801 1.68135 -1.93086 -0.452 0.304 0.059
H 5.12090 3.77768 -3.25933 -0.334 -0.072 0.263
H 3.24976 5.43168 -3.20595 -0.049 -0.241 0.208
H 1.24635 4.99736 -1.82614 0.157 -0.085 -0.050
H 1.63176 -4.21745 -2.29600 0.183 -0.207 0.020
H 3.95426 -5.14583 -2.22817 -0.004 0.125 0.180
H 5.24913 -5.06687 -0.08950 -0.427 0.119 -0.007
H 4.19063 -4.15157 1.98002 -0.484 -0.296 -0.529
H 1.76219 -3.49516 1.94794 0.274 -0.143 -0.231
H -2.18271 -1.90262 1.48526 -0.013 -0.423 0.035
H -4.04756 -3.34036 2.38971 0.432 -0.210 -0.310
H -4.11096 -5.77539 1.82674 0.212 0.276 -0.045
H -2.34155 -6.80035 0.36966 -0.159 0.461 0.266
H -0.50472 -5.38231 -0.46381 -0.203 -0.126 0.221
H -2.41091 -2.51675 -1.62576 0.221 0.113 -0.262
H -3.03104 -1.73134 -3.89712 0.297 0.100 0.083
H -1.28566 -0.80654 -5.41436 0.142 -0.105 0.309
H 1.07197 -0.61935 -4.64141 -0.240 -0.028 0.246
H 1.70113 -1.38709 -2.35441 -0.230 -0.044 -0.225
H 0.29323 2.01012 0.96936 -0.144 1.219 -1.668
H 0.80735 -1.86061 0.54966 -1.165 -0.848 -0.599
O -1.52264 1.62115 2.81910 0.431 -0.059 0.009
C -1.09264 0.69035 3.49330 0.078 -0.389 -0.258
C -1.35979 0.41424 4.96141 -0.290 0.359 0.037
C -0.74730 -0.95077 5.21358 0.047 -0.204 0.179
C -0.09684 -1.32457 3.89879 0.459 -0.731 -0.587
O 0.49583 -2.37302 3.63816 -0.453 1.098 0.126
N -0.29818 -0.30911 2.98462 0.402 0.294 -0.907
H -0.85856 1.18499 5.56125 -0.400 -0.006 -0.152
H -2.43992 0.42451 5.14464 0.261 0.289 0.069
H 0.02102 -0.90150 5.99175 -0.214 -0.352 -0.055
H -1.51128 -1.69471 5.46691 0.382 0.008 0.111
```
Forces are in eV/Å.

Output
Orbital gap   7.8 eV
Charge   +2
Energy   -70905.3530 eV
E_LUMO   -5.96 eV


Below is C20H28N3O5PTa as an isolated structure, with properties calculated with wB97M-V/def2-TZVPD.

```
58
Properties=species:S:1:pos:R:3:forces:R:3
Ta -1.37490 -0.09829 0.72372 -0.424 -0.160 -0.464
O -4.73020 -1.17012 2.83283 0.055 0.013 0.034
C -3.64090 -1.16175 2.35516 -0.347 0.241 0.100
N -3.00097 -0.00609 1.83274 0.046 0.325 -0.045
C -3.87188 1.16430 1.57594 0.090 -0.049 0.069
C -3.70175 1.55872 0.12625 0.003 -0.008 0.129
C -4.51259 2.46607 -0.51604 -0.019 -0.042 -0.036
C -4.28406 2.74529 -1.85638 0.012 -0.004 -0.003
C -3.23134 2.12275 -2.53056 -0.015 0.016 -0.014
C -2.42545 1.25363 -1.84824 0.010 -0.015 0.041
N -2.65606 0.96904 -0.53241 -0.036 -0.001 0.019
C -2.80521 -2.36308 2.12600 0.431 -0.188 -0.096
C -3.13447 -3.59908 2.61094 0.015 -0.042 -0.019
C -2.30913 -4.67839 2.28853 0.000 0.005 -0.005
C -1.20103 -4.47114 1.47832 -0.013 0.001 0.011
C -0.92462 -3.20083 1.01597 -0.002 -0.005 -0.005
N -1.70341 -2.14305 1.33943 -0.122 -0.036 0.148
H -3.61583 1.99922 2.23238 -0.009 -0.003 0.000
H -4.90554 0.88873 1.79717 -0.010 -0.003 -0.032
H -5.32941 2.92963 0.02180 -0.003 -0.005 0.000
H -4.92811 3.44074 -2.38014 0.001 -0.001 -0.003
H -3.04460 2.31705 -3.57722 0.001 0.002 0.001
H -1.58490 0.75388 -2.31043 -0.006 0.001 -0.011
H -4.02388 -3.70952 3.21788 0.001 0.006 0.002
H -2.53935 -5.66987 2.65785 -0.004 0.002 0.002
H -0.55557 -5.29070 1.19439 0.005 0.005 -0.003
H -0.08819 -3.00449 0.36099 0.003 -0.010 -0.003
C 3.31217 0.84841 1.96655 -0.039 0.009 -0.041
C 2.99469 -0.53477 1.45553 0.058 -0.041 0.153
C 2.02697 -1.30170 2.32735 -0.028 0.002 -0.015
C 4.21725 -1.33544 1.08842 -0.023 0.008 -0.042
O 2.27421 -0.34698 0.06537 -0.035 0.077 0.021
P 0.98905 0.26586 -0.42062 0.101 0.381 -0.169
O 0.16160 1.05633 0.74948 0.108 -0.254 0.315
O -0.16440 -0.84906 -0.61330 0.099 -0.092 -0.054
O 1.06872 1.13005 -1.63404 0.040 -0.139 -0.028
C 2.36191 1.61825 -2.71376 -0.028 0.010 0.027
C 3.27091 2.39007 -1.81477 0.044 0.005 -0.001
C 1.56781 2.43321 -3.68075 0.004 0.014 -0.003
C 2.89113 0.32311 -3.23795 -0.019 0.011 -0.020
H 3.85249 0.74556 2.90860 0.003 -0.009 0.004
H 2.41472 1.43611 2.16225 0.003 -0.007 -0.003
H 3.96005 1.38486 1.27541 0.003 -0.001 0.008
H 2.50535 -1.50946 3.28509 0.014 0.004 -0.005
H 1.76311 -2.25838 1.87664 0.003 -0.003 0.001
H 1.13018 -0.71330 2.55611 0.019 -0.001 0.004
H 4.79357 -1.51770 1.99627 -0.001 -0.002 0.006
H 4.85114 -0.78460 0.39530 0.001 -0.003 0.003
H 3.95138 -2.29693 0.65160 0.004 0.001 0.002
H 2.76291 3.22844 -1.34243 -0.004 0.005 0.003
H 4.06390 2.79948 -2.44723 0.003 0.001 0.005
H 3.74707 1.75427 -1.06995 -0.008 0.004 -0.018
H 1.07942 3.27514 -3.19440 0.005 0.000 0.001
H 0.84641 1.82737 -4.22551 0.004 -0.003 0.000
H 2.27693 2.83772 -4.40836 -0.004 -0.006 -0.006
H 3.36625 -0.27566 -2.46375 0.005 -0.013 0.020
H 3.66111 0.57727 -3.97257 0.001 -0.001 0.006
H 2.12532 -0.25017 -3.75744 0.002 -0.001 0.009
```
Forces are in eV/Å.

Output
Orbital gap   8.2 eV
Charge   +3
Energy   -46721.8547 eV
E_LUMO   -11.30 eV